Computed, not measured: 10 unconnected molecules or ions with the total composition C61H59F9N4O2P at a distorted geometry, with the ωB97M-V functional and the def2-TZVPD basis.

Output
Electronic energy in Eh: -3969.24309
Highest occupied orbital energy in eV: -10.2201
Total charge: +1
2S+1: 1
Gap between HOMO and LUMO in eV: 7.359

Structure (XYZ):
```
136
Properties=species:S:1:pos:R:3:lowdin_charge:R:1
P -1.93 0.07 -3.80 0.865
F -0.77 8.12 -0.79 0.075
F 1.86 5.06 2.06 0.044
F -1.18 -0.10 -0.24 0.004
F -6.97 -1.76 2.15 0.028
F -6.16 -7.24 1.34 0.056
F -3.28 -3.03 6.18 0.064
F 7.77 2.74 -5.44 0.011
F 11.03 -0.40 -4.19 0.070
F -9.07 -4.98 6.93 0.054
O -1.73 -1.62 -3.80 -0.309
O 3.39 -0.16 -5.66 0.115
N 1.83 1.52 -4.03 -0.084
N 0.49 1.01 -2.46 0.105
N 5.20 0.34 -4.31 -0.171
N -2.55 0.41 -5.40 -0.181
C 8.94 3.26 -5.88 -0.297
C -4.25 1.08 1.29 -0.064
C -0.09 7.39 -2.92 -0.004
C -3.98 -4.38 1.71 -0.085
C 10.97 4.43 -5.43 -0.068
C 3.11 1.96 -4.66 -0.002
C -5.06 -6.48 1.31 -0.281
C -7.49 -2.17 4.41 -0.027
C -9.47 -0.22 4.26 -0.078
C -0.20 0.76 -3.64 -0.301
C 9.27 0.82 -3.22 -0.023
C -0.67 6.60 4.13 -0.076
C -8.62 -5.98 6.15 -0.284
C -8.70 -0.50 3.15 -0.022
C 0.43 4.88 -1.84 -0.088
C 10.47 3.67 -7.67 -0.073
C 9.77 3.90 -4.99 -0.027
C 0.33 -2.47 4.32 -0.104
C -7.91 -8.25 5.91 -0.080
C -3.31 -1.13 -0.11 -0.024
C 8.69 0.44 -0.92 -0.101
C -7.70 -8.03 4.55 -0.089
C 0.51 4.94 5.41 -0.078
C 6.25 0.06 -5.34 -0.046
C 5.03 -0.85 -3.42 -0.078
C 0.40 6.37 -3.73 -0.075
C -7.96 -6.78 3.99 -0.081
C 1.09 5.34 3.13 -0.291
C -7.72 -1.47 3.23 -0.282
C -0.71 -1.58 4.10 -0.092
C 10.27 -0.13 -3.12 -0.279
C 8.47 1.10 -2.12 -0.087
C -4.63 -1.09 0.31 -0.075
C 9.71 -0.51 -0.82 -0.079
C 1.30 4.64 4.31 -0.021
C -0.05 5.89 -1.03 -0.007
C -2.79 -4.91 1.24 -0.097
C -2.47 -0.06 0.18 -0.291
C -0.30 7.14 -1.58 -0.276
C -0.47 5.92 5.33 -0.090
C 0.70 1.10 -4.71 0.026
C -5.13 -5.17 1.74 -0.011
C -5.10 0.02 1.01 -0.079
C -8.26 -1.87 5.53 -0.074
C 0.65 5.12 -3.19 -0.105
C 9.27 3.13 -7.22 -0.015
C -3.87 -7.02 0.84 -0.014
C -8.43 -5.75 4.80 -0.017
C 11.32 4.32 -6.77 -0.084
C -1.93 -1.77 4.72 -0.021
C 3.93 0.63 -4.92 -0.391
C -1.07 -3.74 5.80 -0.012
C 0.15 -3.55 5.17 -0.081
C 1.77 1.48 -2.68 -0.003
C -9.25 -0.90 5.45 -0.083
C -2.93 1.04 0.87 -0.024
C -8.36 -7.21 6.71 -0.017
C -2.73 -6.23 0.80 -0.082
C 10.49 -0.80 -1.93 -0.011
C 0.12 6.32 3.03 -0.024
C -2.10 -2.85 5.57 -0.288
H -7.34 -8.83 3.92 0.103
H -3.85 -8.05 0.52 0.119
H -10.25 0.54 4.21 0.107
H -1.09 6.14 6.19 0.105
H -3.47 0.86 -5.32 0.039
H -6.72 -2.93 4.44 0.115
H 6.02 -1.06 -2.95 0.094
H 12.26 4.73 -7.12 0.106
H -0.22 5.73 0.03 0.101
H 2.06 3.88 4.36 0.116
H -8.64 -4.77 4.39 0.103
H 1.28 -2.32 3.82 0.097
H 6.86 0.98 -5.45 0.062
H -1.80 -6.64 0.43 0.105
H -5.29 -1.92 0.10 0.109
H 11.63 4.92 -4.74 0.110
H 9.47 3.98 -3.95 0.118
H -8.09 -2.40 6.46 0.106
H -1.90 -4.29 1.21 0.099
H 5.82 -0.24 -6.33 0.099
H -9.85 -0.67 6.33 0.106
H 6.86 -0.79 -4.95 0.096
H 4.27 -0.65 -2.61 0.085
H 7.68 1.84 -2.19 0.104
H 0.58 6.56 -4.78 0.108
H 0.67 4.41 6.35 0.108
H -0.57 -0.73 3.44 0.097
H 0.62 3.90 -1.42 0.083
H -8.85 0.03 2.21 0.115
H -6.07 -4.77 2.09 0.107
H -0.01 6.85 2.10 0.103
H 0.96 -4.25 5.34 0.106
H -2.76 -1.08 4.56 0.115
H 3.63 2.65 -3.96 0.136
H 4.66 -1.75 -3.97 0.099
H -2.93 -1.98 -0.66 0.116
H -2.25 1.86 1.09 0.114
H 10.74 3.59 -8.71 0.109
H 11.28 -1.54 -1.88 0.120
H -1.23 -4.58 6.48 0.120
H -2.73 -0.50 -5.83 0.038
H 8.60 2.62 -7.90 0.117
H 2.93 2.53 -5.60 0.149
H -0.30 8.37 -3.32 0.124
H 8.08 0.66 -0.05 0.099
H 9.11 1.34 -4.16 0.085
H 1.03 4.32 -3.83 0.078
H -4.02 -3.35 2.05 0.095
H 9.88 -1.03 0.11 0.107
H -6.13 0.05 1.34 0.088
H -1.44 7.36 4.06 0.109
H 2.55 1.74 -1.95 0.179
H -7.71 -9.22 6.33 0.106
H -4.62 1.94 1.83 0.111
H 0.58 1.06 -5.81 0.150
H -1.32 -1.81 -4.67 0.052
H 0.09 0.84 -1.53 0.142
H -8.52 -7.36 7.78 0.117
H -7.80 -6.61 2.94 0.086
```